ORCA calculation (the ωB97M-V functional and the def2-TZVPD basis) on a structure of composition C18H46N8O5P2Ti.

Values from the calculation:
ΔE to the lowest compared entry with this formula, charge and spin in kJ/mol: 0.0
E in hartree: -3059.54697
Net charge: +1
Gap between HOMO and LUMO (spin up / spin down) in eV: 4.73 / 7.90
Spin multiplicity: 4
HOMO energy (spin up / spin down) in eV: -7.60 / -10.77
LUMO (spin up / spin down) in eV: -2.9 / -2.9

Each line ends with the Löwdin spin population.
Cartesian coordinates (Å):
Ti1 3.65409 2.31280 -1.01196  2.658
N1 1.41258 -0.05793 -4.19693  0.004
H1 1.25533 0.61389 -4.93451  0.001
H2 1.63471 0.45103 -3.35329  0.003
H3 2.20113 -0.65488 -4.40175  0.001
H4 0.54552 -0.55031 -4.03611  0.001
O1 2.18248 1.19169 -2.13038  0.116
H5 1.54388 1.18612 -1.39100  0.008
C1 -1.95041 2.98766 -2.77338  0.000
C2 -0.78025 3.12671 -2.14509  0.002
C3 -0.80834 3.71538 -0.87003  0.002
C4 -1.98131 4.19908 -0.24475  0.000
C5 -3.15134 3.79433 -0.83288  0.000
C6 -3.18030 3.29353 -2.16275  0.000
N2 -1.97414 5.02221 0.97270  0.000
O2 -3.08541 5.32452 1.49357  0.000
O3 -0.90760 5.48361 1.37810  0.000
H6 -2.03524 2.54605 -3.75530  0.000
H7 0.11315 2.80409 -2.65906  0.003
H8 0.06482 3.98568 -0.29477  0.002
H9 -4.09117 4.08776 -0.38899  0.000
H10 -4.16611 3.13955 -2.57610  0.000
O4 2.70180 2.01055 0.95181  0.129
P1 2.63635 1.24113 2.23599  0.013
N3 2.76549 2.13339 3.66688  0.001
C7 2.70086 1.40222 4.99794  0.000
C8 2.06218 3.45590 3.65230  0.001
N4 3.85416 0.11606 2.38510  0.001
C9 5.24652 0.56593 2.49348  0.012
C10 3.66403 -1.17127 1.65350  0.004
N5 1.11459 0.39540 2.25172  0.001
C11 -0.03427 0.86320 1.44425  0.001
C12 0.81776 -0.66999 3.25993  0.000
H11 2.37595 2.13705 5.73452  0.000
H12 3.70656 1.08797 5.27708  0.000
H13 1.94201 0.62097 5.04140  0.000
H14 2.31600 3.88283 2.68204  0.002
H15 2.35964 4.17690 4.41373  0.000
H16 0.97950 3.42592 3.77480  0.000
H17 5.84623 -0.28308 2.82156  0.000
H18 5.66368 0.78387 1.51033  0.020
H19 5.31187 1.44199 3.13872  0.001
H20 2.66421 -1.59516 1.74716  0.000
H21 3.80585 -0.99456 0.58731  0.005
H22 4.29068 -1.92761 2.12612  0.000
H23 0.19931 0.77887 0.38292  0.001
H24 -0.93542 0.29437 1.67331  0.000
H25 -0.21913 1.91565 1.65937  0.000
H26 1.70663 -0.88880 3.85165  0.000
H27 0.46164 -1.56994 2.75854  0.000
H28 0.01731 -0.33004 3.91706  0.000
O5 -0.68179 -1.89394 -3.20937  0.001
P2 -1.51204 -2.55623 -2.18581  0.000
N6 -2.11991 -4.15871 -2.42002  0.000
C13 -3.20528 -4.79942 -1.61177  0.000
C14 -1.28646 -5.08244 -3.16170  0.000
N7 -2.80011 -1.56897 -1.71191  0.000
C15 -4.09011 -1.67831 -2.42055  0.000
C16 -2.56112 -0.26192 -1.10740  0.000
N8 -0.81955 -2.83329 -0.68835  0.000
C17 0.51654 -2.32334 -0.52655  0.001
C18 -1.43257 -2.95552 0.64557  0.000
H29 -3.91082 -5.23815 -2.31734  0.000
H30 -3.61992 -4.04276 -0.94570  0.000
H31 -2.74301 -5.62337 -1.06817  0.000
H32 -1.93543 -5.92958 -3.38374  0.000
H33 -0.39522 -5.32290 -2.58208  0.000
H34 -0.92695 -4.58546 -4.06273  0.000
H35 -4.89176 -1.66701 -1.68208  0.000
H36 -4.20513 -0.81322 -3.07362  0.000
H37 -4.26585 -2.58301 -3.00256  0.000
H38 -1.65940 -0.23294 -0.49572  0.000
H39 -2.28592 0.49139 -1.84557  0.000
H40 -3.45812 0.05993 -0.57834  0.000
H41 0.56692 -1.66181 0.33829  0.000
H42 1.20046 -3.15655 -0.36496  0.000
H43 0.90243 -1.71084 -1.34143  0.001
H44 -2.45496 -3.31031 0.51539  0.000
H45 -1.44189 -2.08361 1.29962  0.000
H46 -1.00104 -3.78007 1.21301  0.000